This record from the Open Molecules 2025 dataset describes a 16-piece molecular cluster, C49H76N19O2S overall at a distorted geometry. The level of theory is the ωB97M-V functional and the def2-TZVPD basis.

HOMO-LUMO gap   8.57 eV
HOMO energy   -11.30 eV
F_max   1.9 eV Å⁻¹
Net charge   +1
LUMO energy   -2.7344 eV

Each line ends with the Mulliken charge.
Cartesian coordinates (Å):
1 C -2.057 1.706 -0.087  -1.2939
2 C -1.646 1.132 -1.433  -0.4951
3 N -1.592 -0.353 -1.488  1.0140
4 C -1.650 -0.754 -2.901  -1.7363
5 C -1.610 -2.265 -3.113  -0.4206
6 C -0.338 -2.988 -2.696  0.4268
7 C 0.913 -2.735 -3.519  -1.1665
8 N 1.350 -1.446 -2.895  -0.0756
9 S 3.044 -1.244 -3.293  -0.1254
10 C 1.047 -1.617 -1.554  -0.2938
11 N 1.406 -0.874 -0.554  0.4482
12 C 2.225 0.338 -0.650  -1.3123
13 C 3.654 0.225 -0.064  0.6644
14 C 4.679 0.890 -0.990  -1.5984
15 O 3.718 0.935 1.162  -0.3945
16 C 3.114 0.258 2.249  -0.8112
17 C 2.165 1.164 3.002  0.3502
18 C 1.507 0.706 4.146  -0.6014
19 C 0.615 1.544 4.810  -0.6098
20 C 0.385 2.850 4.376  -0.6277
21 C 1.043 3.314 3.240  -1.1627
22 C 1.936 2.464 2.575  0.1537
23 N 0.195 -2.681 -1.350  0.0153
24 C -2.711 -0.902 -0.761  0.3607
25 C -2.465 -1.451 0.613  -1.3030
26 O -3.814 -0.949 -1.247  -0.6048
27 H -3.134 1.652 0.037  0.4089
28 H -1.513 1.291 0.758  0.2333
29 H -1.823 2.767 -0.108  -0.0035
30 H -0.680 1.561 -1.696  0.5568
31 H -2.359 1.498 -2.176  0.3606
32 H -0.818 -0.248 -3.384  0.6128
33 H -2.550 -0.368 -3.388  0.6879
34 H -1.709 -2.418 -4.188  0.5777
35 H -2.491 -2.725 -2.677  -0.3398
36 H -0.578 -4.047 -2.721  0.6937
37 H 1.572 -3.573 -3.300  0.4234
38 H 0.685 -2.711 -4.577  0.4289
39 H 2.979 -0.066 -3.937  0.2110
40 H 1.076 -1.125 0.364  0.3407
41 H 2.223 0.716 -1.661  0.8229
42 H 1.726 1.103 -0.057  -0.0356
43 H 3.916 -0.830 0.064  0.3597
44 H 4.212 1.473 -1.778  0.4514
45 H 5.262 1.586 -0.395  0.2430
46 H 5.376 0.176 -1.415  0.3476
47 H 2.534 -0.607 1.914  0.1116
48 H 3.885 -0.110 2.929  0.5312
49 H 1.679 -0.294 4.523  0.4559
50 H 0.101 1.210 5.700  0.4152
51 H -0.290 3.504 4.907  0.4506
52 H 0.892 4.310 2.852  0.6390
53 H 2.420 2.868 1.699  0.8057
54 H 0.631 -3.459 -0.873  0.1800
55 H -1.639 -2.157 0.616  0.1406
56 H -2.245 -0.630 1.291  0.3234
57 H -3.377 -1.944 0.929  0.4629
58 C -6.567 2.870 -0.686  -0.6582
59 C -5.260 3.231 -1.218  0.4109
60 N -4.225 3.503 -1.634  -0.5385
61 H -7.346 3.298 -1.314  0.1751
62 H -6.669 1.786 -0.666  0.3822
63 H -6.675 3.253 0.319  0.3372
64 C 1.624 -7.065 -3.182  -0.9157
65 C 0.580 -6.310 -3.869  0.5447
66 N -0.236 -5.743 -4.442  -0.4412
67 H 2.267 -6.402 -2.609  0.2366
68 H 1.168 -7.780 -2.504  0.2729
69 H 2.225 -7.600 -3.915  0.3857
70 C 2.145 5.541 -0.597  -0.8421
71 C 1.371 4.311 -0.623  0.4349
72 N 0.763 3.338 -0.618  -0.2002
73 H 2.679 5.620 0.347  -0.1044
74 H 2.866 5.548 -1.414  0.4076
75 H 1.481 6.392 -0.699  0.3054
76 C 4.861 4.556 3.020  -0.4886
77 C 4.352 5.821 2.506  0.4190
78 N 3.960 6.818 2.097  -0.4452
79 H 5.114 3.891 2.195  0.0871
80 H 5.752 4.743 3.616  0.4033
81 H 4.110 4.074 3.643  0.1331
82 C -1.905 6.836 0.237  -0.7105
83 C -0.610 7.131 0.842  0.4077
84 N 0.410 7.360 1.314  -0.4094
85 H -2.149 7.598 -0.500  0.2976
86 H -1.872 5.863 -0.252  0.1234
87 H -2.675 6.823 1.005  0.3205
88 C 1.588 -5.600 1.601  -0.5165
89 C 1.788 -6.656 0.617  0.3717
90 N 1.946 -7.493 -0.151  -0.4304
91 H 0.578 -5.665 2.005  0.2935
92 H 2.306 -5.708 2.411  0.3123
93 H 1.724 -4.624 1.138  -0.0397
94 C -6.557 7.373 -1.887  -0.8246
95 C -7.398 6.189 -1.773  0.3594
96 N -8.059 5.258 -1.680  -0.4385
97 H -5.912 7.450 -1.015  0.2186
98 H -5.943 7.301 -2.782  0.2841
99 H -7.181 8.262 -1.950  0.3387
100 C 5.824 9.580 1.329  -0.5430
101 C 7.167 10.031 0.978  0.2721
102 N 8.225 10.376 0.704  -0.3581
103 H 5.101 9.984 0.624  0.2687
104 H 5.778 8.495 1.301  0.0774
105 H 5.570 9.918 2.331  0.2647
106 C -1.372 -9.589 0.930  -0.5012
107 C -1.648 -8.215 0.529  0.2943
108 N -1.863 -7.134 0.209  -0.3613
109 H -1.374 -10.232 0.052  0.2652
110 H -0.400 -9.661 1.416  0.0479
111 H -2.140 -9.929 1.622  0.3146
112 C -8.704 3.322 -4.290  -0.4274
113 C -9.760 2.402 -4.697  0.2317
114 N -10.589 1.676 -5.010  -0.3566
115 H -8.909 3.705 -3.294  0.0559
116 H -7.746 2.805 -4.284  0.2232
117 H -8.653 4.157 -4.987  0.2925
118 C 8.576 3.408 -0.852  -0.8332
119 C 7.305 3.547 -1.554  0.4074
120 N 6.306 3.656 -2.106  -0.4012
121 H 8.397 3.141 0.188  0.2615
122 H 9.173 2.630 -1.322  0.2847
123 H 9.122 4.349 -0.889  0.3216
124 C 3.866 -9.164 3.119  -0.8695
125 C 2.491 -9.639 3.004  0.3206
126 N 1.414 -10.023 2.927  -0.4183
127 H 4.398 -9.332 2.188  0.3180
128 H 3.869 -8.099 3.348  0.2435
129 H 4.370 -9.703 3.914  0.3196
130 C 7.696 -9.012 5.093  -0.8014
131 C 7.154 -9.521 3.838  0.4123
132 N 6.738 -9.928 2.850  -0.4078
133 H 6.904 -8.942 5.837  0.2807
134 H 8.469 -9.685 5.459  0.2889
135 H 8.127 -8.026 4.936  0.2717
136 C -10.376 2.238 1.234  -0.8403
137 C -9.000 2.465 1.658  0.4349
138 N -7.917 2.640 1.989  -0.4751
139 H -10.659 2.983 0.493  0.2654
140 H -10.469 1.246 0.797  0.2776
141 H -11.042 2.315 2.091  0.3239
142 C -4.729 -4.130 -1.416  -0.2086
143 C -5.982 -4.875 -1.403  0.0522
144 N -6.966 -5.461 -1.391  -0.3953
145 H -4.219 -4.289 -2.364  0.2001
146 H -4.927 -3.067 -1.290  0.0917
147 H -4.087 -4.475 -0.605  0.2563